No. 1
16
Properties=species:S:1:pos:R:3:forces:R:3:lowdin_charge:R:1 method="wB97M-V/def2-TZVPD" lumo_energy_ev=1.0 homo_energy_ev=-9.4896 spin_multiplicity=1 largest_force_ha_per_bohr=0.051 relative_energy_kj_mol=160.9 total_energy_ha=-267.8640
H 1.585 -0.135 -1.451 -0.6068 0.8318 -0.7728 0.002
N 2.252 -0.756 -1.068 0.8608 -1.2122 0.7226 0.060
C 2.351 -0.490 0.161 0.4283 -0.3810 2.5381 -0.378
N 3.029 -1.257 1.169 -0.4520 0.9781 -1.1367 0.040
H 1.826 0.357 0.647 0.2472 -0.2689 -0.2209 0.111
H 3.559 -2.081 0.882 -0.2000 0.6472 0.1478 0.081
H 3.288 -0.791 2.057 -0.3092 -0.5855 -1.2788 0.087
C -2.133 1.570 0.634 -0.9779 0.2269 1.2957 -0.049
C -2.470 0.433 0.041 -0.4415 -0.5666 0.9310 -0.270
C -1.691 -0.098 -1.124 0.9637 0.9287 -0.5950 -0.131
H -2.522 1.807 1.690 0.5329 0.0164 -2.0100 0.080
H -1.522 2.257 0.062 0.3687 0.2047 0.5607 0.046
H -3.243 -0.180 0.561 0.8553 0.0948 -0.5969 0.100
H -2.223 -0.714 -1.842 -0.2601 -0.0534 0.0676 0.059
H -1.237 0.780 -1.700 -0.4899 -1.1597 0.7240 0.093
H -0.847 -0.703 -0.719 -0.5196 0.2986 -0.3767 0.069

***

No. 2
17
Properties=species:S:1:pos:R:3:forces:R:3:mulliken_spin:R:1 method="wB97M-V/def2-TZVPD" lumo_energy_ev="3.8 / 4.0" homo_energy_ev="1.5055 / -4.9924" spin_multiplicity=2 largest_force_ha_per_bohr=0.101 relative_energy_kj_mol=150.3 s2=0.753 total_charge=-1 total_energy_ha=-343.0653
O -1.240 1.909 1.035 1.1346 1.5416 -0.4510 0.098
C -0.294 1.164 0.685 -1.8701 -2.1222 0.7023 0.389
N -0.590 -0.155 1.055 1.8623 -0.3261 -0.3314 -0.563
C 0.225 -1.311 0.977 -0.2820 -1.7565 -0.0433 0.885
N -0.643 -2.453 0.533 0.2730 1.0288 0.5590 0.305
C 0.733 1.388 -0.383 0.0298 4.3275 2.8533 1.064
C 0.113 1.214 -1.688 0.0450 -0.2921 -3.6985 1.100
H -1.335 -0.259 1.712 -0.4439 0.3497 0.0825 -0.040
H 1.073 -1.183 0.243 -0.6761 0.1329 1.0729 -0.062
H 0.566 -1.684 2.006 0.2707 0.7224 -1.0445 -0.473
H -0.650 -3.228 1.187 0.2950 -0.1399 -0.5899 -0.250
H -0.545 -2.649 -0.446 -0.0417 -0.5365 0.0151 -0.057
H 1.774 1.041 -0.319 -0.3772 -0.7907 0.2794 -0.355
H 0.916 2.599 -0.178 -0.3100 -2.5385 -0.9916 -0.245
H 0.911 1.409 -2.459 -0.3370 -0.2778 0.1711 -0.712
H -0.375 0.254 -2.001 0.6856 0.3036 0.9118 -0.031
H -0.639 1.945 -1.959 -0.2578 0.3738 0.5027 -0.053

***

No. 3
17
Properties=species:S:1:pos:R:3:forces:R:3:lowdin_charge:R:1 method="wB97M-V/def2-TZVPD" lumo_energy_ev="0.6 / 0.6" homo_energy_ev="-7.1660 / -7.1648" spin_multiplicity=1 largest_force_ha_per_bohr=0.109 relative_energy_kj_mol=650.8 total_energy_ha=-342.9536
C -0.322 0.357 -0.253 3.0826 -4.6675 0.0976 -0.465
C -0.818 0.012 -1.640 0.0986 0.3047 0.3013 -0.047
C -1.158 -0.046 0.946 0.1542 0.3406 -0.1805 -0.050
N 1.320 -0.846 -0.213 -1.6318 0.1935 -0.3078 -0.101
N 1.943 -1.065 1.029 -0.2620 0.1409 0.1237 -0.074
C 0.559 1.405 -0.110 -3.6719 3.3152 0.1166 -0.290
O 1.523 1.995 0.123 0.5868 -0.3598 -0.0938 0.186
H 0.876 -1.728 -0.465 0.1436 -0.0317 0.0151 0.045
H 2.573 -0.296 1.222 -0.0988 -0.0283 -0.0301 0.060
H 1.305 -1.180 1.819 0.0779 0.0309 -0.1456 0.059
H -0.869 2.108 -0.245 1.6290 0.6819 0.1409 0.163
H -1.054 -1.052 -1.665 -0.0202 0.0249 0.0348 0.088
H -0.058 0.220 -2.390 0.0183 -0.0129 0.0253 0.091
H -1.717 0.583 -1.871 -0.0376 0.0022 -0.0166 0.080
H -2.179 0.309 0.824 -0.0495 -0.0098 0.0301 0.082
H -0.767 0.359 1.879 0.0387 0.0282 -0.0361 0.085
H -1.154 -1.135 1.010 -0.0579 0.0471 -0.0747 0.089

***

No. 4
17
Properties=species:S:1:pos:R:3:forces:R:3:lowdin_charge:R:1 method="wB97M-V/def2-TZVPD" lumo_energy_ev=0.9 homo_energy_ev=-9.5968 spin_multiplicity=1 largest_force_ha_per_bohr=0.087 relative_energy_kj_mol=469.7 total_energy_ha=-343.0226
H 3.701 -0.969 1.148 0.6754 0.3450 -1.4188 0.108
N 3.995 -0.595 0.163 0.4417 -2.4120 2.9886 0.048
N 3.237 0.248 -0.151 -2.0763 2.8210 -1.3987 -0.142
O 2.182 0.540 0.791 0.6171 -0.0741 -0.2113 -0.095
H 1.741 1.338 0.427 0.3129 -0.7385 0.0374 0.077
C -0.698 1.083 -1.142 0.1415 0.8461 0.7988 0.013
C -0.985 0.147 -0.275 -3.0440 -3.2727 0.5093 -0.396
C -0.734 -1.346 -0.447 0.2825 1.0225 2.5572 -0.059
C -2.109 0.361 0.766 1.5025 1.5152 -2.4672 -0.055
H 0.000 0.988 -1.947 0.1245 0.0269 -0.4400 0.065
H -1.215 1.993 -0.882 0.3894 0.7585 -0.6625 0.062
H -1.001 -1.897 0.498 0.7895 0.5593 -0.7601 0.092
H 0.284 -1.390 -0.684 1.6606 -0.9805 -0.3009 0.046
H -1.303 -1.834 -1.172 -1.0443 -0.3035 -1.5886 0.057
H -1.925 1.373 1.022 -0.6702 1.0854 0.9907 0.058
H -3.071 0.239 0.314 -0.6271 0.1044 -0.5332 0.081
H -2.102 -0.279 1.572 0.5243 -1.3031 1.8994 0.040

***

No. 5
17
Properties=species:S:1:pos:R:3:forces:R:3:lowdin_charge:R:1 method="wB97M-V/def2-TZVPD" lumo_energy_ev=0.9 homo_energy_ev=-8.5552 spin_multiplicity=1 largest_force_ha_per_bohr=0.017 relative_energy_kj_mol=156.3 total_energy_ha=-343.1419
C -1.399 -0.265 -0.600 -0.0744 0.0004 -0.0683 -0.124
N -0.265 0.041 0.246 -0.0396 0.0027 0.0330 -0.381
C -0.349 1.332 0.898 0.0053 0.1115 0.0420 -0.110
C 0.032 -1.025 1.179 0.0627 -0.1007 0.0618 -0.113
H -2.296 -0.555 -0.024 0.0836 0.0753 -0.0607 0.085
H -1.643 0.609 -1.213 0.0221 -0.1320 0.0827 0.083
H -1.131 -1.078 -1.283 -0.0978 0.0863 0.1601 0.072
H -1.174 1.396 1.631 0.0790 -0.0166 -0.0775 0.087
H -0.492 2.115 0.145 -0.0117 -0.1272 0.1321 0.087
H 0.594 1.533 1.418 -0.1747 -0.0297 -0.0579 0.081
H 0.161 -1.966 0.633 -0.0429 0.1349 0.0853 0.089
H 0.968 -0.803 1.704 -0.1566 -0.0332 -0.0688 0.083
H -0.766 -1.167 1.932 0.0796 0.0116 -0.0890 0.087
N 1.226 -0.243 -2.148 0.2762 0.1603 0.4153 0.156
C 1.834 0.116 -1.144 0.4673 0.1123 0.1479 -0.397
O 2.477 0.456 -0.224 -0.4927 -0.2430 -0.6922 0.136
H 1.772 -0.346 -2.992 0.0146 -0.0129 -0.0459 0.080

***

No. 6
17
Properties=species:S:1:pos:R:3:forces:R:3:lowdin_charge:R:1 method="wB97M-V/def2-TZVPD" lumo_energy_ev=0.8 homo_energy_ev=-9.2911 spin_multiplicity=1 largest_force_ha_per_bohr=0.029 relative_energy_kj_mol=115.0 total_energy_ha=-343.1577
C 0.066 -1.786 0.528 -0.5303 0.1637 -0.1888 -0.036
N 0.446 -0.382 0.467 -0.9678 -0.3658 0.6595 -0.141
C 1.462 0.006 -0.310 0.8743 0.6586 -0.6161 -0.367
O 2.171 -0.708 -0.992 -0.1234 -0.4849 0.0597 0.007
C -0.511 0.546 1.098 0.6938 -0.2031 -0.7385 -0.160
C -1.731 0.779 0.243 -1.3526 -0.6090 -0.1559 -0.294
N -1.473 1.522 -0.980 0.7172 -0.2870 -0.1894 0.008
H -0.843 -1.958 -0.054 0.0567 -0.0409 -0.2323 0.083
H 0.852 -2.411 0.125 0.1699 -0.0013 0.1006 0.086
H -0.215 -2.062 1.545 0.4003 0.0082 0.1109 0.089
H 1.667 1.086 -0.314 -0.3587 0.1841 0.3105 0.136
H -0.016 1.503 1.257 0.0776 -0.0344 0.2230 0.122
H -0.803 0.071 2.031 -0.0136 0.2682 0.2648 0.116
H -2.510 1.288 0.817 0.3588 0.4323 0.1453 0.114
H -2.248 -0.174 0.039 0.3866 -0.1581 0.0143 0.103
H -1.033 0.921 -1.682 0.0012 0.2065 0.3543 0.075
H -2.344 1.795 -1.394 -0.3899 0.2629 -0.1220 0.058

***

No. 7
17
Properties=species:S:1:pos:R:3:forces:R:3:lowdin_charge:R:1 method="wB97M-V/def2-TZVPD" lumo_energy_ev=-0.2 homo_energy_ev=-9.0417 spin_multiplicity=1 largest_force_ha_per_bohr=0.044 relative_energy_kj_mol=230.8 total_energy_ha=-343.1135
H 0.497 2.379 -0.784 -0.3164 0.1665 0.0520 0.070
N 0.295 1.473 -0.362 -0.3838 -0.2195 -0.0096 0.157
C -0.949 1.195 -0.365 0.7888 0.4727 -0.2699 -0.387
C -1.465 -0.098 0.118 1.6669 -1.4579 0.3309 -0.068
C -1.961 2.159 -0.927 -0.1750 0.3441 -0.3706 -0.206
O -1.656 3.143 -1.549 -0.0553 -0.0997 0.1783 0.070
H -0.544 -0.818 0.161 -2.0220 0.9458 -0.1701 0.076
H -2.259 -0.482 -0.525 0.0186 -0.0384 0.0154 0.080
H -1.849 -0.003 1.127 -0.2879 0.0782 0.2787 0.081
H -3.024 1.881 -0.766 0.0918 0.0994 0.0032 0.125
C 2.025 -1.776 1.053 0.2521 0.1274 -0.1539 -0.183
N 1.267 -1.345 -0.115 0.5016 0.1965 -0.3406 -0.103
H 1.492 -1.465 1.949 0.0038 -0.0568 0.1471 0.065
H 3.039 -1.353 1.093 -0.0763 -0.0998 0.1033 0.066
H 2.111 -2.862 1.053 -0.0421 0.0089 0.1034 0.067
H 1.691 -1.709 -0.962 -0.0318 -0.0108 0.0531 0.069
H 1.287 -0.320 -0.197 0.0669 -0.4565 0.0491 0.022

***

No. 8
17
Properties=species:S:1:pos:R:3:forces:R:3:lowdin_charge:R:1 method="wB97M-V/def2-TZVPD" lumo_energy_ev=1.0 homo_energy_ev=-9.7412 spin_multiplicity=1 largest_force_ha_per_bohr=0.024 relative_energy_kj_mol=238.1 total_energy_ha=-343.1108
H 2.036 -1.248 -0.409 -0.0482 -0.1081 -0.4407 0.060
N 1.052 -1.415 -0.239 -0.2419 0.0957 0.2321 0.101
C 0.278 -0.976 -1.132 -0.1067 -0.1892 -0.2240 -0.347
O -1.072 -0.992 -1.013 0.5114 -0.3996 -0.3587 -0.135
C -1.624 -1.739 0.068 0.0536 -0.1339 0.3159 -0.075
H 0.539 -0.538 -2.101 0.0183 0.0315 0.3386 0.134
H -0.837 -2.241 0.631 -0.1055 0.0156 -0.0725 0.072
H -2.318 -2.472 -0.345 0.0081 0.1214 0.0133 0.089
H -2.151 -1.056 0.734 -0.0695 0.0097 -0.0338 0.086
H 1.617 2.313 -0.943 -0.1401 0.0807 0.3386 0.050
N 0.638 2.064 -1.100 0.1988 0.2244 -0.8030 0.080
C 0.045 1.627 -0.084 -0.9723 -0.6435 0.3336 -0.347
C 0.600 1.413 1.288 0.0089 0.0941 -0.0241 -0.081
H -0.999 1.233 -0.251 0.9196 0.7079 0.2673 0.111
H -0.081 1.807 2.041 -0.0341 0.0421 0.0881 0.071
H 1.577 1.882 1.400 0.0307 0.0244 0.0078 0.073
H 0.701 0.337 1.456 -0.0313 0.0269 0.0216 0.057